{
  "formula": "C47H34Br4Cl3HgN7O6Sb",
  "method": "ωB97M-V/def2-TZVPD",
  "elements": ["Hg", "Br", "C", "C", "Br", "C", "Br", "C", "O", "C", "O", "C", "Br", "C", "C", "C", "C", "C", "C", "Sb", "C", "C", "C", "C", "C", "C", "C", "C", "C", "C", "C", "C", "H", "H", "H", "H", "H", "H", "H", "H", "H", "H", "H", "H", "H", "H", "H", "C", "C", "N", "H", "H", "H", "Cl", "C", "Cl", "Cl", "C", "N", "C", "C", "N", "C", "C", "N", "C", "N", "N", "N", "C", "C", "C", "C", "C", "C", "H", "H", "H", "H", "H", "H", "H", "H", "H", "H", "H", "O", "C", "O", "C", "C", "C", "C", "O", "C", "O", "C", "C", "H", "H", "H", "H", "H"],
  "positions_angstrom": [[0.9435, 1.3509, 1.0283], [5.7660, 2.2773, -4.2100], [4.7417, 1.4280, -2.8679], [4.9033, 0.0963, -2.5382], [5.9414, -1.0633, -3.6465], [4.0586, -0.5012, -1.5928], [4.1496, -2.2987, -1.0958], [3.1174, 0.2543, -0.8473], [2.3295, -0.2604, 0.0172], [2.9150, 1.6239, -1.2073], [2.0854, 2.3600, -0.5322], [3.7521, 2.1664, -2.1392], [3.4441, 3.9655, -2.4934], [1.9996, -5.4503, 1.8018], [1.0315, -5.8048, 0.8816], [0.2465, -4.8052, 0.3397], [0.5093, -3.4358, 0.5425], [1.5493, -3.1286, 1.4198], [2.3056, -4.1327, 1.9994], [-0.3626, -1.7401, -0.4650], [-2.3046, -2.5765, -1.0660], [-3.0449, -3.3811, -0.2081], [-4.3476, -3.7788, -0.5266], [-4.9253, -3.4430, -1.7193], [-4.2346, -2.6542, -2.5829], [-2.9107, -2.2444, -2.2870], [0.5433, -2.1116, -2.4102], [1.2566, -1.0757, -3.0188], [2.0466, -1.3545, -4.1612], [2.0734, -2.6150, -4.7282], [1.2670, -3.6440, -4.1699], [0.5138, -3.3852, -3.0451], [2.5302, -6.2574, 2.3545], [0.7954, -6.8322, 0.6477], [-0.5685, -4.9745, -0.3407], [1.7352, -2.0932, 1.5589], [3.1516, -3.8788, 2.6541], [-2.5898, -3.6619, 0.7348], [-4.8912, -4.3923, 0.1592], [-5.9948, -3.6676, -1.9336], [-4.6356, -2.3874, -3.5441], [-2.3851, -1.6955, -3.0793], [1.3068, -0.0962, -2.5324], [2.6690, -0.5681, -4.5301], [2.6783, -2.8688, -5.5950], [1.2289, -4.6307, -4.6273], [-0.0190, -4.2154, -2.6349], [4.2226, 4.5002, 2.8029], [5.0709, 4.8658, 3.9285], [5.6423, 5.0415, 4.9086], [4.8081, 3.9583, 2.0192], [3.7756, 5.4151, 2.3337], [3.4737, 3.8549, 3.2548], [-1.7173, 7.7834, 1.7893], [-1.8392, 6.1421, 1.9586], [-4.1785, 6.0282, -1.4335], [-3.0637, 5.3722, 2.7598], [-0.6921, 5.3719, 1.7615], [0.2790, 4.6916, 1.6666], [-0.8303, 3.8108, -1.2503], [-1.6106, 2.6625, -0.7064], [-1.1910, 1.8395, 0.2619], [-2.2264, 1.0002, 0.6069], [-3.3047, 1.2962, -0.1292], [-2.9421, 2.3748, -0.9571], [-3.8082, 2.9921, -1.9612], [-4.1914, 1.9751, -2.9115], [-5.5011, 1.6697, -3.0661], [-5.6325, 0.8485, -4.0332], [-4.3651, 0.5524, -4.5247], [-3.9556, -0.1648, -5.6792], [-2.6322, -0.3862, -5.8726], [-1.6974, 0.1471, -4.9997], [-1.9980, 0.9590, -3.9319], [-3.3769, 1.1915, -3.7599], [0.1296, 3.9042, -0.7426], [-1.4476, 4.7052, -1.1942], [-0.6380, 3.6735, -2.3493], [-2.1130, 0.2047, 1.3218], [-4.2721, 0.8359, -0.2478], [-3.2765, 3.8274, -2.4203], [-4.6928, 3.4839, -1.5425], [-4.8165, -0.4661, -6.3186], [-2.3649, -0.9038, -6.7348], [-0.6770, -0.1101, -5.2024], [-1.2535, 1.4067, -3.2866], [-0.1706, -0.4362, 2.7963], [0.4948, 0.2717, 3.5649], [1.0852, 1.3371, 3.1592], [0.6506, -0.0700, 5.0093], [0.2657, -1.3155, 5.5171], [0.6220, -1.7713, 6.7638], [1.4153, -0.9158, 7.5455], [1.8383, -1.0899, 8.8904], [2.6416, 0.0248, 9.1965], [2.4164, 0.9585, 8.1531], [1.8122, 0.3096, 7.0593], [1.4824, 0.7749, 5.7905], [-0.3074, -1.9013, 4.7766], [0.3494, -2.7628, 7.0885], [3.6992, -0.3074, 9.2626], [2.3090, 0.4405, 10.1517], [1.9291, 1.6806, 5.3932]],
  "e_lumo_ha": [0.128, 0.082],
  "charge": -2,
  "homo_ha": [-0.0989, -0.0989],
  "gap_ev": [6.187, 4.915],
  "s_squared": 0.7648,
  "spin_multiplicity": 2
}

***

{
  "formula": "C47H35Cl2F3MnNO4P2SSi",
  "method": "ωB97M-V/def2-TZVPD",
  "elements": ["Mn", "C", "Si", "C", "C", "C", "C", "C", "C", "P", "C", "C", "C", "C", "C", "C", "C", "C", "C", "C", "C", "C", "C", "C", "C", "C", "C", "C", "P", "C", "C", "C", "C", "C", "C", "C", "C", "C", "C", "C", "C", "H", "H", "H", "H", "H", "H", "H", "H", "H", "H", "H", "H", "H", "H", "H", "H", "H", "H", "H", "H", "H", "H", "H", "H", "H", "H", "H", "H", "H", "H", "H", "Cl", "C", "C", "C", "Cl", "C", "C", "C", "C", "N", "C", "C", "O", "H", "H", "H", "H", "F", "C", "F", "F", "S", "O", "O", "O"],
  "positions_angstrom": [[-0.3406, -0.5015, 0.5177], [-2.7680, -0.9470, -2.5174], [-1.1416, -0.2522, -1.8311], [-1.1929, 1.5932, -2.3311], [-1.6581, 2.0326, -3.5712], [-1.7385, 3.3834, -3.8622], [-1.3697, 4.3289, -2.9114], [-0.9061, 3.9176, -1.6763], [-0.7933, 2.5531, -1.4044], [-0.3603, 1.9591, 0.2494], [-1.8061, 2.6658, 1.1146], [-3.0655, 2.2305, 0.6923], [-4.2083, 2.7437, 1.2730], [-4.1048, 3.7068, 2.2717], [-2.8605, 4.1591, 2.6721], [-1.7064, 3.6377, 2.1000], [1.0401, 2.9067, 0.8904], [1.3912, 2.6953, 2.2268], [2.4186, 3.4268, 2.7976], [3.0915, 4.3807, 2.0454], [2.7436, 4.5923, 0.7196], [1.7342, 3.8462, 0.1331], [0.2368, -0.8441, -2.9995], [0.0805, -0.8899, -4.3865], [1.1526, -1.1938, -5.2066], [2.4019, -1.4665, -4.6571], [2.5673, -1.4581, -3.2849], [1.4850, -1.1436, -2.4652], [1.6379, -1.1646, -0.6557], [3.0703, -0.0831, -0.3863], [4.0153, -0.2952, 0.6147], [5.1060, 0.5518, 0.7311], [5.2561, 1.6219, -0.1383], [4.3042, 1.8513, -1.1205], [3.2070, 1.0154, -1.2360], [2.1733, -2.8895, -0.4360], [3.5152, -3.2606, -0.4494], [3.8609, -4.5995, -0.3536], [2.8779, -5.5729, -0.2559], [1.5395, -5.2079, -0.2744], [1.1865, -3.8727, -0.3707], [-3.1025, -0.3031, -3.3340], [-3.5602, -0.9844, -1.7736], [-2.6222, -1.9506, -2.9138], [-1.9580, 1.3127, -4.3245], [-2.1099, 3.7040, -4.8272], [-1.4562, 5.3845, -3.1329], [-0.6569, 4.6493, -0.9174], [-3.1351, 1.4807, -0.0891], [-5.1817, 2.3983, 0.9478], [-4.9986, 4.0944, 2.7434], [-2.7785, 4.9123, 3.4447], [-0.7374, 3.9964, 2.4189], [0.8616, 1.9546, 2.8133], [2.6910, 3.2596, 3.8315], [3.8922, 4.9548, 2.4938], [3.2683, 5.3384, 0.1362], [1.4872, 4.0000, -0.9087], [-0.8870, -0.6820, -4.8317], [1.0180, -1.2176, -6.2807], [3.2401, -1.6877, -5.3049], [3.5341, -1.6911, -2.8544], [3.9056, -1.1159, 1.3086], [5.8439, 0.3624, 1.5000], [6.1060, 2.2858, -0.0440], [4.4162, 2.6836, -1.8036], [2.4608, 1.2011, -2.0016], [4.2951, -2.5173, -0.5360], [4.9064, -4.8797, -0.3490], [3.1541, -6.6153, -0.1666], [0.7691, -5.9656, -0.2128], [0.1419, -3.5910, -0.3854], [-2.7677, 0.8111, 4.3252], [-3.3592, -0.4369, 3.3108], [-4.4718, -1.1854, 3.7195], [-4.9256, -2.2331, 2.9739], [-6.2861, -3.1409, 3.5286], [-4.2749, -2.5999, 1.7743], [-4.6265, -3.7062, 0.9768], [-3.8705, -4.0073, -0.1191], [-2.7977, -3.1708, -0.4609], [-2.4667, -2.1005, 0.2273], [-3.1658, -1.8263, 1.3560], [-2.6965, -0.7252, 2.1334], [-1.6331, -0.0612, 1.7063], [-4.9595, -0.9389, 4.6522], [-5.4810, -4.3082, 1.2546], [-4.0932, -4.8654, -0.7379], [-2.2055, -3.3770, -1.3418], [2.1893, -2.3127, 4.4945], [1.7701, -2.6789, 3.2958], [2.8218, -2.7014, 2.4701], [1.2559, -3.9010, 3.3583], [0.4590, -1.5174, 2.6809], [-0.1338, -2.2702, 1.5545], [-0.3362, -1.3109, 3.8395], [1.1753, -0.3642, 2.1130]],
  "e_lumo_ha": [-0.166, -0.130],
  "charge": 1,
  "homo_ha": [-0.3754, -0.3789],
  "gap_ev": [5.711, 6.783],
  "s_squared": 4.1000,
  "spin_multiplicity": 4
}

***

{
  "formula": "C47H36ClN14O2V",
  "method": "ωB97M-V/def2-TZVPD",
  "elements": ["V", "C", "N", "C", "N", "C", "N", "C", "C", "C", "C", "C", "C", "C", "N", "N", "C", "O", "C", "C", "C", "C", "C", "C", "N", "C", "N", "C", "N", "C", "H", "H", "H", "H", "H", "H", "H", "H", "H", "H", "H", "H", "H", "H", "H", "H", "C", "O", "C", "C", "C", "C", "C", "C", "C", "N", "C", "C", "N", "C", "C", "C", "C", "N", "C", "C", "N", "C", "C", "C", "C", "H", "H", "H", "H", "H", "H", "H", "H", "H", "H", "H", "H", "H", "H", "N", "C", "N", "C", "C", "C", "C", "C", "C", "H", "H", "H", "H", "H", "H", "Cl"],
  "positions_angstrom": [[-0.4089, 0.2494, -0.4299], [0.0963, -2.5914, 4.3077], [0.1467, -1.4453, 3.3960], [0.2274, -1.4982, 2.0792], [-0.0900, -0.3087, 1.5633], [-0.3168, 0.4578, 2.6838], [-0.2123, -0.2026, 3.7984], [1.1361, -2.6791, 5.3886], [1.0276, -3.8083, 6.1985], [1.9050, -3.9950, 7.2584], [2.8765, -3.0315, 7.5174], [2.9585, -1.9048, 6.7066], [2.1017, -1.7369, 5.6363], [3.9529, -0.8898, 7.0469], [4.8361, -0.9357, 7.9781], [5.5147, 0.2919, 7.9147], [4.9714, 0.9530, 6.9541], [3.9750, 0.2627, 6.3543], [5.2976, 2.2742, 6.4161], [6.4603, 2.9333, 6.7976], [6.7887, 4.1296, 6.1840], [5.9908, 4.6499, 5.1698], [4.8168, 4.0057, 4.8026], [3.9813, 4.5101, 3.6408], [3.3334, 3.4072, 2.9208], [2.1094, 2.8920, 3.1150], [1.9947, 1.7170, 2.5215], [3.2424, 1.5532, 1.9916], [4.0880, 2.5350, 2.2168], [4.4639, 2.8330, 5.4489], [0.1231, -3.4772, 3.6762], [-0.8855, -2.5669, 4.7767], [0.4724, -2.3980, 1.5353], [-0.6042, 1.4948, 2.6433], [0.2524, -4.5447, 6.0032], [1.8222, -4.8724, 7.8877], [3.5627, -3.1305, 8.3484], [2.1792, -0.8458, 5.0223], [7.1048, 2.4964, 7.5507], [7.6924, 4.6507, 6.4750], [6.2962, 5.5579, 4.6606], [4.6157, 5.0406, 2.9356], [3.1842, 5.1753, 3.9690], [1.3414, 3.4021, 3.6820], [3.5403, 0.6729, 1.4383], [3.5546, 2.3046, 5.1820], [-8.8325, -3.0159, -10.6905], [-8.9079, -3.3977, -9.3174], [-7.9228, -2.9885, -8.5037], [-6.8544, -2.1908, -8.9093], [-5.8872, -1.8300, -7.9837], [-5.9643, -2.2467, -6.6615], [-7.0459, -3.0436, -6.2710], [-8.0125, -3.4078, -7.1749], [-4.9731, -1.8783, -5.6543], [-4.9742, -2.3018, -4.4059], [-3.8990, -1.7038, -3.8265], [-3.2156, -0.9026, -4.7067], [-3.9188, -1.0213, -5.8822], [-2.0863, -0.1183, -4.3293], [-1.3806, 0.7813, -5.1488], [-0.3638, 1.5253, -4.6135], [-0.0418, 1.3808, -3.2616], [-0.6621, 0.5187, -2.4662], [-1.6752, -0.2262, -2.9921], [-2.3385, -1.1197, -2.0836], [-1.8395, -1.1829, -0.8127], [-2.4734, -1.9445, 0.0801], [-3.6066, -2.6861, -0.2390], [-4.1046, -2.6347, -1.5161], [-3.4647, -1.8327, -2.4746], [-9.6843, -3.4759, -11.1760], [-7.9115, -3.3828, -11.1453], [-8.8944, -1.9320, -10.7960], [-6.7718, -1.8509, -9.9307], [-5.0644, -1.2141, -8.3346], [-7.1129, -3.3689, -5.2405], [-8.8563, -4.0200, -6.8836], [-3.7185, -0.5700, -6.7574], [-1.6494, 0.9005, -6.1921], [0.1902, 2.2342, -5.2140], [0.7212, 2.0045, -2.8191], [-2.0816, -1.9493, 1.0850], [-4.0831, -3.2810, 0.5275], [-4.9888, -3.1918, -1.8033], [3.5720, 0.5324, -1.5787], [2.4606, -0.1139, -1.2344], [1.5518, 0.6948, -0.7133], [2.1432, 1.9843, -0.7090], [1.6587, 3.2199, -0.2819], [2.4892, 4.3068, -0.4407], [3.7734, 4.1851, -1.0044], [4.2642, 2.9670, -1.4170], [3.4180, 1.8760, -1.2484], [4.4176, 0.0939, -1.9098], [2.3389, -1.1762, -1.3834], [0.6776, 3.3285, 0.1574], [2.1446, 5.2826, -0.1240], [4.3878, 5.0691, -1.1161], [5.2567, 2.8627, -1.8393], [-1.7204, 1.8651, 0.0039]],
  "e_lumo_ha": [-0.235, -0.228],
  "charge": 2,
  "homo_ha": [-0.4345, -0.4344],
  "gap_ev": [5.432, 5.607],
  "s_squared": 2.0135,
  "spin_multiplicity": 3
}

***

{
  "formula": "C47H37BrN4O6P2V",
  "method": "ωB97M-V/def2-TZVPD",
  "elements": ["V", "O", "C", "O", "C", "C", "C", "N", "C", "C", "C", "C", "C", "C", "C", "N", "C", "C", "C", "C", "C", "N", "H", "H", "H", "H", "H", "H", "H", "H", "H", "H", "O", "P", "C", "P", "O", "C", "C", "C", "C", "C", "C", "C", "C", "C", "C", "C", "C", "C", "C", "C", "C", "C", "C", "C", "C", "C", "C", "C", "C", "H", "H", "H", "H", "H", "H", "H", "H", "H", "H", "H", "H", "H", "H", "H", "H", "H", "H", "H", "H", "H", "H", "Br", "C", "C", "C", "C", "C", "N", "H", "H", "H", "H", "O", "C", "O", "H"],
  "positions_angstrom": [[0.8494, 1.1247, 0.9808], [1.4485, 6.8067, 4.6904], [2.2446, 6.4973, 3.7955], [3.2085, 7.0725, 3.2782], [1.8627, 5.1783, 3.0729], [2.4715, 4.8378, 1.8675], [2.0794, 3.6802, 1.2300], [1.1693, 2.8733, 1.7850], [0.5267, 3.2087, 2.9127], [0.8511, 4.3657, 3.5840], [-0.6124, 2.3009, 3.1704], [-1.4761, 2.4082, 4.2423], [-2.5693, 1.5593, 4.3032], [-2.7630, 0.6247, 3.2989], [-1.8425, 0.5512, 2.2710], [-0.7943, 1.3765, 2.1982], [2.4142, 3.2413, -0.1438], [3.3242, 3.8708, -0.9681], [3.4676, 3.4142, -2.2696], [2.7002, 2.3493, -2.7085], [1.8163, 1.7513, -1.8273], [1.6765, 2.1891, -0.5737], [3.2131, 5.5205, 1.4743], [0.3397, 4.7114, 4.4726], [-1.2969, 3.1511, 5.0059], [-3.2635, 1.6296, 5.1294], [-3.6060, -0.0501, 3.3084], [-1.9259, -0.1869, 1.4872], [3.9014, 4.7048, -0.5969], [4.1719, 3.8943, -2.9356], [2.7817, 1.9743, -3.7184], [1.2058, 0.9032, -2.1095], [0.1248, -0.9814, -2.3930], [-0.8569, -2.0201, -1.9655], [-0.2475, -3.1447, -0.6647], [0.6862, -2.3458, 0.6744], [0.2577, -0.9024, 0.8584], [0.3375, -3.2957, 2.1479], [0.1280, -4.6737, 2.0892], [-0.0848, -5.3915, 3.2548], [-0.0896, -4.7377, 4.4796], [0.1201, -3.3678, 4.5418], [0.3364, -2.6419, 3.3801], [2.4241, -2.4998, 0.2995], [2.9008, -1.9418, -0.8896], [4.2538, -1.9897, -1.1726], [5.1324, -2.5851, -0.2753], [4.6617, -3.1409, 0.9041], [3.3052, -3.1014, 1.1952], [-2.3521, -1.2889, -1.2718], [-3.3770, -2.0255, -0.6781], [-4.5043, -1.3812, -0.1953], [-4.6220, -0.0004, -0.3123], [-3.6077, 0.7357, -0.9047], [-2.4735, 0.0917, -1.3798], [-1.3105, -3.1119, -3.3160], [-2.0304, -4.2915, -3.1270], [-2.3718, -5.0777, -4.2136], [-1.9952, -4.6905, -5.4937], [-1.2729, -3.5235, -5.6858], [-0.9293, -2.7321, -4.5994], [0.3554, -3.9295, -1.1245], [-1.1248, -3.6038, -0.2038], [0.1443, -5.1987, 1.1425], [-0.2483, -6.4590, 3.2074], [-0.2558, -5.3000, 5.3881], [0.1164, -2.8605, 5.4971], [0.4998, -1.5725, 3.4278], [2.2124, -1.4679, -1.5796], [4.6276, -1.5592, -2.0917], [6.1903, -2.6179, -0.4996], [5.3478, -3.6077, 1.5973], [2.9382, -3.5368, 2.1158], [-3.3119, -3.1030, -0.5893], [-5.2969, -1.9559, 0.2642], [-5.5098, 0.4967, 0.0553], [-3.6940, 1.8112, -0.9955], [-1.6710, 0.6564, -1.8376], [-2.3182, -4.6139, -2.1340], [-2.9268, -5.9934, -4.0647], [-2.2635, -5.3054, -6.3418], [-0.9730, -3.2300, -6.6825], [-0.3589, -1.8227, -4.7336], [-1.4918, 4.1780, 0.0678], [-1.8050, 3.9107, -1.7898], [-2.7370, 4.7203, -2.4244], [-2.9182, 4.5229, -3.7811], [-2.1733, 3.5466, -4.4300], [-1.2751, 2.8046, -3.6874], [-1.0859, 2.9824, -2.3756], [-3.2821, 5.4738, -1.8766], [-3.6304, 5.1282, -4.3253], [-2.2875, 3.3652, -5.4885], [-0.6757, 2.0273, -4.1465], [1.6761, 0.2544, 3.0549], [2.7162, 0.1375, 2.3957], [2.7634, 0.6099, 1.2076], [3.6092, -0.3654, 2.7876]],
  "e_lumo_ha": [-0.134, -0.137],
  "charge": 1,
  "homo_ha": [-0.3565, -0.3564],
  "gap_ev": [6.051, 5.957],
  "s_squared": 2.0122,
  "spin_multiplicity": 3
}

***

Which formula does entry 1 have?
C47H34Br4Cl3HgN7O6Sb